Formula: C49H45F4N5
Source: the OMol25 dataset
Level of theory: ωB97M-V/def2-TZVPD

Cartesian coordinates (Å):
F  -9.71279  -7.14990  -6.98639
C  -8.61490  -7.03782  -6.15463
C  -7.63665  -7.97060  -6.45289
C  -6.49534  -7.99497  -5.60840
C  -6.47795  -7.15412  -4.41294
C  -7.51265  -6.22762  -4.26096
C  -8.61401  -6.21844  -5.03819
H  -7.61178  -8.54053  -7.36991
H  -5.77856  -8.79509  -5.71993
H  -5.67136  -7.19196  -3.69572
H  -7.58534  -5.56279  -3.41296
H  -9.39910  -5.49515  -4.87422
F  5.55019  6.66071  -4.35448
C  5.13911  5.50403  -4.87747
C  4.81262  5.50887  -6.22314
C  4.43320  4.30677  -6.83843
C  4.18747  3.17051  -6.10064
C  4.45776  3.16473  -4.77293
C  4.89022  4.35103  -4.14626
H  4.99473  6.37999  -6.83500
H  4.17107  4.29833  -7.88610
H  3.75035  2.26865  -6.50308
H  4.27812  2.36837  -4.06587
H  5.20858  4.24330  -3.11987
F  7.23176  -0.29103  1.14789
C  7.45585  -1.65536  1.16767
C  7.78444  -2.31549  0.01782
C  8.16740  -3.62779  0.04318
C  8.17410  -4.23994  1.26831
C  7.69330  -3.65600  2.46892
C  7.32852  -2.34903  2.33977
H  7.92632  -1.59511  -0.77423
H  8.52674  -4.14810  -0.83233
H  8.61194  -5.20952  1.45440
H  7.66816  -4.20703  3.39742
H  6.96359  -1.92987  3.26580
F  -14.29402  -0.53758  -4.86654
C  -13.01813  -0.10982  -4.56141
C  -12.39705  -0.38111  -3.28519
C  -11.07172  -0.02847  -3.01439
C  -10.31531  0.50470  -4.06485
C  -10.84428  0.76694  -5.28450
C  -12.22001  0.46513  -5.56832
H  -12.96536  -0.83468  -2.48662
H  -10.58121  -0.26944  -2.08286
H  -9.25630  0.64959  -3.91026
H  -10.38940  1.32925  -6.08654
H  -12.48872  0.84180  -6.54418
C  8.57811  6.00443  2.99079
C  8.32791  5.10179  4.03137
C  6.99163  4.93802  4.47547
N  5.91194  5.58309  3.87140
C  6.18932  6.52010  2.90092
C  7.49950  6.70752  2.40147
H  9.54647  6.18871  2.54954
H  9.14114  4.59464  4.52919
H  6.78345  4.26627  5.29511
H  5.33310  6.77151  2.29257
H  7.63965  7.21298  1.45740
C  -0.83754  -1.56652  7.72991
C  -0.20504  -1.64348  6.48269
C  1.23967  -1.63637  6.46136
N  2.03183  -1.46119  7.56704
C  1.40051  -1.25488  8.70478
C  0.00711  -1.25959  8.80100
H  -1.88741  -1.77539  7.87313
H  -0.81781  -1.76890  5.60226
H  1.69450  -1.81913  5.49901
H  2.09224  -1.09141  9.51792
H  -0.43365  -1.22470  9.78634
C  0.19671  6.25861  8.77153
C  -0.21519  7.33248  9.55651
C  -1.51048  7.92584  9.28662
N  -2.26231  7.65201  8.21856
C  -1.73426  6.73359  7.37706
C  -0.61057  5.95160  7.66506
H  1.08642  5.71119  9.04565
H  0.35569  7.67695  10.40612
H  -1.85284  8.70020  9.95712
H  -2.36042  6.56152  6.51409
H  -0.30631  5.25605  6.89692
C  -2.23716  1.88684  -0.02441
C  -1.04618  2.46827  0.41915
C  0.08438  1.60243  0.45875
N  0.02082  0.28861  0.17471
C  -1.19955  -0.26295  -0.14569
C  -2.38743  0.51422  -0.26498
H  -3.14673  2.44645  -0.18544
H  -1.01108  3.51762  0.67223
H  1.02969  1.93692  0.85990
H  -1.16291  -1.32912  -0.31408
H  -3.38771  0.13199  -0.40550
C  1.68635  -5.67322  -5.40617
C  1.10043  -6.93491  -5.53166
C  1.20633  -7.75074  -4.39196
N  1.82174  -7.41789  -3.18372
C  2.30797  -6.13793  -3.13104
C  2.36686  -5.29178  -4.24270
H  1.62915  -5.04822  -6.28509
H  0.57353  -7.25502  -6.41840
H  0.92367  -8.79119  -4.32883
H  2.59159  -5.81562  -2.14003
H  2.76955  -4.29060  -4.19951

Computed properties:
ΔE to the lowest compared entry with this formula, charge and spin ... 407.0 kJ/mol
Calculated total energy ... -2567.23673 a.u.
Total charge ... 0
SMILES ... Fc1ccccc1.Fc1ccccc1.Fc1ccccc1.Fc1ccccc1.c1ccncc1.c1ccncc1.c1ccncc1.c1ccncc1.c1ccncc1



Formula: C6H9NO2
Source: the OMol25 dataset
Level of theory: ωB97M-V/def2-TZVPD

Cartesian coordinates (Å):
C  -1.81497  -0.17936  0.55731
C  -0.49145  1.60470  -0.51021
C  0.43626  1.50239  0.65466
C  0.92784  -0.71641  0.67051
C  -1.15170  0.25273  -0.59474
C  1.44888  -1.79106  -0.15190
N  -2.48655  -0.61170  1.41724
O  1.36999  0.60064  0.46019
O  -1.21712  -0.50064  -1.71870
H  -1.32007  2.32115  -0.18731
H  0.00226  2.10925  -1.43911
H  0.85839  2.47607  0.71962
H  -0.17721  1.30312  1.51885
H  0.36421  -0.87992  1.54076
H  2.54206  -1.60365  -0.38457
H  0.96464  -1.66791  -1.18513
H  0.96387  -2.75872  0.14934
H  -1.21932  -1.46071  -1.51680

Computed properties:
ΔE to the lowest compared entry with this formula, charge and spin ... 475.5 kJ/mol
Calculated total energy ... -439.09527 a.u.
Total charge ... 0



Formula: C44H57BN11O2RbSTe
Source: the OMol25 dataset
Level of theory: ωB97M-V/def2-TZVPD

Cartesian coordinates (Å):
Rb  0.11498  0.99875  -0.01011
O  -3.79798  6.22737  0.91585
C  -3.69314  5.91741  -0.40728
C  -4.32174  6.75222  -1.33709
C  -4.25902  6.49977  -2.69530
C  -3.56335  5.38944  -3.14646
C  -2.95629  4.55372  -2.21953
C  -2.99000  4.78375  -0.84490
C  -2.24257  3.75612  -0.00068
O  -1.97743  2.66949  -0.55937
N  -1.97498  4.13085  1.25225
N  -1.19029  3.22474  1.88603
C  -1.14215  3.33688  3.15087
C  -0.32813  2.41480  3.95973
C  -0.26350  2.58841  5.34196
C  0.46954  1.69949  6.10838
C  1.12553  0.65046  5.48511
C  1.01623  0.55321  4.10332
N  0.31821  1.40802  3.35931
H  -4.34424  7.01593  0.97917
H  -4.86317  7.62189  -0.97413
H  -4.74776  7.17230  -3.39195
H  -3.48867  5.17910  -4.20676
H  -2.40447  3.67800  -2.53687
H  -1.72195  4.10600  3.66190
H  -0.79088  3.41761  5.79887
H  0.52892  1.82310  7.18285
H  1.70617  -0.07226  6.04324
H  1.51668  -0.24918  3.56376
C  -0.47612  -5.45501  0.41827
C  -0.06266  -4.42372  -0.58224
C  0.28050  -4.59743  -1.90817
C  0.57984  -3.29608  -2.37513
N  0.41996  -2.41047  -1.40640
N  0.03690  -3.10918  -0.30283
B  -0.15998  -2.27636  1.00188
N  -1.67853  -2.35157  1.46673
N  -2.38568  -1.46320  0.70123
C  -3.65706  -1.57927  1.02981
C  -3.81325  -2.55990  2.02447
C  -2.54004  -3.03621  2.26452
C  -2.21388  -4.08628  3.27072
C  -4.69421  -0.69110  0.37980
C  -4.45637  0.76702  0.80118
C  -4.58077  -0.80059  -1.14608
C  -6.08991  -1.12660  0.82094
N  1.12421  -2.40633  1.93694
N  2.04410  -1.50490  1.46055
C  3.17589  -1.69693  2.10639
C  3.02059  -2.73550  3.04216
C  1.72222  -3.17985  2.88696
C  1.13753  -4.30470  3.67594
C  4.39613  -0.87175  1.75654
C  4.78559  -1.13904  0.29265
C  5.55622  -1.25879  2.67192
C  4.08875  0.62145  1.92490
C  0.99574  -2.84613  -3.75841
C  2.06323  -1.74722  -3.65288
C  -0.23218  -2.29123  -4.49815
C  1.55372  -4.03293  -4.54214
H  -0.51290  -6.43047  -0.06648
H  -1.46689  -5.24090  0.83060
H  0.23552  -5.52152  1.24657
H  0.31119  -5.53621  -2.44392
H  -0.06548  -1.16911  0.64659
H  -4.71663  -2.89127  2.51696
H  -3.14512  -4.56274  3.57732
H  -1.75297  -3.65838  4.16051
H  -1.55720  -4.85766  2.88339
H  -3.48278  1.12782  0.46460
H  -4.49011  0.86174  1.89129
H  -5.22639  1.41978  0.37274
H  -3.55987  -0.57553  -1.45839
H  -5.26700  -0.09661  -1.63161
H  -4.82011  -1.81406  -1.48262
H  -6.21032  -1.01483  1.90306
H  -6.28423  -2.17190  0.55907
H  -6.84341  -0.50284  0.32992
H  3.74913  -3.14317  3.72883
H  1.95090  -4.79065  4.21507
H  0.65671  -5.05948  3.05876
H  0.41589  -3.95690  4.41155
H  5.05016  -2.19396  0.15454
H  5.63772  -0.51773  0.00077
H  3.95776  -0.90106  -0.37534
H  5.80023  -2.32170  2.57095
H  5.31867  -1.05727  3.72287
H  6.44439  -0.67770  2.40457
H  3.26488  0.91683  1.27557
H  4.96044  1.22175  1.64774
H  3.81459  0.85254  2.96058
H  1.67138  -0.87447  -3.13134
H  2.38884  -1.43311  -4.65040
H  2.93677  -2.10023  -3.09755
H  -0.62535  -1.42801  -3.96148
H  -1.02120  -3.04875  -4.56575
H  0.03969  -1.97409  -5.51217
H  2.40087  -4.48470  -4.01663
H  1.89829  -3.69628  -5.52551
H  0.79105  -4.80545  -4.69446
N  -1.90294  1.74318  -4.54110
C  -0.80795  2.13664  -5.28867
C  0.27926  1.86593  -4.51015
N  -0.12589  1.31574  -3.31184
C  -1.43246  1.26404  -3.35959
H  -2.86640  1.82194  -4.80409
H  -0.90610  2.57207  -6.26995
H  1.32850  2.04447  -4.70870
H  -2.08466  0.91623  -2.56812
Te  3.70690  1.95851  -2.47009
C  5.34872  3.21427  -2.10540
C  5.55283  4.52690  -2.45693
C  6.80623  5.06673  -2.03071
C  7.56904  4.16586  -1.35092
S  6.73680  2.66356  -1.23177
H  4.80560  5.09005  -3.00192
H  7.12236  6.08584  -2.22314
H  8.54804  4.29874  -0.91195

Computed properties:
ΔE to the lowest compared entry with this formula, charge and spin ... 243.9 kJ/mol
Calculated total energy ... -3178.95861 a.u.
Total charge ... -2



Formula: C3H4Cl2S
Source: the OMol25 dataset
Level of theory: ωB97M-V/def2-TZVPD

Cartesian coordinates (Å):
C  -1.88039  0.52884  -0.44113
C  -1.25834  0.42215  0.67365
C  1.13945  -0.67199  0.18465
S  2.25231  0.66872  0.50299
Cl  0.91167  -1.08428  -1.47462
Cl  1.26623  -2.04925  1.23938
H  -2.87006  0.97162  -0.53070
H  -1.45410  0.17801  -1.37419
H  -1.22396  0.57905  1.71793
H  3.11719  0.45714  -0.49797

Computed properties:
ΔE to the lowest compared entry with this formula, charge and spin ... 387.0 kJ/mol
Calculated total energy ... -1435.11127 a.u.
Total charge ... 0



Formula: C37H38CoN2O8PS
Source: the OMol25 dataset
Level of theory: ωB97M-V/def2-TZVPD

Cartesian coordinates (Å):
Co  -0.60294  -2.29932  0.18791
C  -3.03393  -0.19007  -0.09580
O  -2.06687  -0.71417  0.80739
C  -2.60428  -1.03112  2.07914
C  -1.52031  -1.73223  2.86000
O  -1.11401  -2.86305  2.06789
C  -0.11445  -3.69388  2.70038
C  0.29396  -4.73763  1.69203
O  0.68937  -4.06008  0.50611
C  1.28490  -4.91624  -0.46001
H  -3.49113  0.71080  0.31301
H  -3.80976  -0.93679  -0.30384
H  -2.50676  0.07343  -1.00970
H  -3.48224  -1.67995  1.96168
H  -2.91749  -0.11789  2.60035
H  -1.90661  -2.08902  3.81836
H  -0.66002  -1.08031  3.02585
H  -0.55300  -4.16455  3.58435
H  0.73998  -3.07223  2.97272
H  -0.53004  -5.42541  1.46128
H  1.12797  -5.31993  2.09448
H  2.20473  -5.34837  -0.06086
H  1.52244  -4.31030  -1.33104
H  0.59755  -5.71823  -0.74614
O  2.34852  -1.84566  2.42698
S  2.02693  -0.79954  1.48112
O  3.04456  -0.49945  0.50839
O  0.69123  -1.04404  0.83734
C  1.73274  0.68401  2.40777
C  2.05227  0.64078  3.75718
C  1.95020  1.79106  4.52989
C  1.56273  2.98052  3.93312
C  1.25389  3.00508  2.57962
C  1.30740  1.85770  1.79399
P  0.88208  1.92973  -0.00796
C  1.77981  3.46504  -0.44361
C  3.15390  3.30559  -0.62322
C  3.95617  4.38428  -0.95757
C  3.38809  5.63879  -1.12976
C  2.02229  5.80861  -0.95393
C  1.22256  4.72816  -0.60885
C  -0.84840  2.54314  0.05686
C  -1.66408  2.58025  1.18498
C  -2.98004  3.02192  1.10038
C  -3.50678  3.42984  -0.11593
C  -2.70717  3.38852  -1.25289
C  -1.39856  2.94273  -1.16511
H  2.40328  -0.28778  4.18318
H  2.19985  1.75885  5.58163
H  1.51079  3.89192  4.51329
H  0.96809  3.94482  2.12186
H  3.58927  2.32265  -0.47043
H  5.01993  4.24698  -1.09844
H  4.00902  6.48077  -1.40364
H  1.57774  6.78589  -1.08699
H  0.15573  4.87428  -0.48469
H  -1.27049  2.27920  2.14664
H  -3.59047  3.06155  1.99397
H  -4.52529  3.78878  -0.17829
H  -3.10025  3.71907  -2.20556
H  -0.77961  2.92761  -2.05755
O  4.50994  2.17117  -3.20825
C  3.28631  2.06684  -3.76012
O  2.95924  2.78126  -4.66280
C  2.36648  1.02002  -3.19339
C  1.00510  1.17183  -3.44327
C  0.10714  0.23991  -2.96116
C  0.58208  -0.84536  -2.23270
C  1.92605  -1.00518  -1.96827
C  2.82096  -0.07038  -2.46490
N  -0.34763  -1.79973  -1.70493
C  -1.21006  -2.31042  -2.50361
C  -2.21206  -3.20745  -1.91571
C  -3.22393  -3.80052  -2.64340
C  -4.12935  -4.61284  -1.96775
C  -3.97758  -4.79027  -0.60522
C  -2.93471  -4.15050  0.05570
N  -2.06801  -3.37046  -0.58349
H  4.57947  1.62034  -2.41934
H  0.67217  2.02799  -4.01382
H  -0.95697  0.37902  -3.11037
H  2.27780  -1.82801  -1.36208
H  3.87212  -0.21544  -2.25081
H  -1.21683  -2.09159  -3.56871
H  -3.30007  -3.62864  -3.70734
H  -4.93411  -5.09681  -2.50280
H  -4.65630  -5.41351  -0.04139
H  -2.78229  -4.25634  1.12069

Computed properties:
ΔE to the lowest compared entry with this formula, charge and spin ... 0.0 kJ/mol
Calculated total energy ... -4266.31686 a.u.
Multiplicity ... 2
Total charge ... +1
<S²> ... 0.76